No. 1
{
  "formula": "C3H5O2S2",
  "method": "ωB97M-V/def2-TZVPD",
  "multiplicity": 1,
  "total_energy_ha": -1064.15976,
  "gap_ev": 6.54,
  "homo_ev": -3.239,
  "charge": -1,
  "de_lowest_ev": 2.150,
  "symbols": ["C", "C", "C", "O", "O", "S", "S", "H", "H", "H", "H", "H"],
  "xyz": [[1.1660, -1.0597, -0.0770], [0.6021, 0.2822, -0.4408], [-0.1885, 0.9578, 0.5609], [-2.7062, 0.9652, -0.7966], [-1.6148, -1.2004, -0.3946], [2.4599, 0.2089, -0.2278], [-2.0343, 0.1120, 0.1987], [1.0874, -1.3010, 1.0815], [1.1400, -1.8844, -0.7943], [0.3053, 0.3261, -1.4309], [-0.0587, 2.0845, 0.7152], [-0.1581, 0.5089, 1.6056]],
  "forces_ev_per_a": [[-0.2, 0.2, 2.5], [2.1, -1.6, 2.1], [-1.7, 0.6, 2.0], [0.0, 0.5, -0.4], [0.0, 0.6, 0.3], [0.3, 0.2, -0.6], [0.1, -0.2, 0.4], [-0.2, 0.1, -2.8], [0.0, 0.4, 0.4], [-0.5, 0.4, -1.9], [-0.6, -1.5, -0.8], [0.7, 0.4, -1.2]]
}

No. 2
{
  "formula": "C3H5O2S2",
  "method": "ωB97M-V/def2-TZVPD",
  "multiplicity": 1,
  "total_energy_ha": -1064.17255,
  "gap_ev": [6.90, 6.90],
  "homo_ev": [-3.553, -3.558],
  "charge": -1,
  "de_lowest_ev": 1.802,
  "symbols": ["C", "C", "C", "O", "O", "S", "S", "H", "H", "H", "H", "H"],
  "xyz": [[-0.5671, 0.5913, -0.8872], [0.5098, 1.4774, -0.4222], [-1.0897, -0.3360, 0.0634], [-0.7900, 0.4662, -2.0812], [1.9800, -1.3225, 0.7417], [0.0065, -2.8860, 2.1214], [0.7240, -2.0370, 0.4999], [0.3586, 1.8721, 0.5478], [1.5210, 1.0931, -0.5158], [0.4494, 2.2482, -1.1087], [-1.1398, -0.1084, 1.1273], [-1.9627, -1.0584, -0.0864]],
  "forces_ev_per_a": [[0.0, -2.7, 0.6], [0.5, 0.2, 0.2], [-1.2, -2.1, 1.9], [-0.3, 0.5, -1.4], [0.3, 0.5, 0.1], [0.0, 0.3, -0.3], [-1.3, 0.1, -0.2], [-0.1, 0.2, 1.2], [-0.1, -0.6, 0.1], [0.2, 2.1, -1.3], [0.5, 0.5, -0.1], [1.4, 1.1, -0.7]]
}

No. 3
{
  "formula": "C3H5O3",
  "method": "ωB97M-V/def2-TZVPD",
  "multiplicity": 1,
  "total_energy_ha": -343.07268,
  "gap_ev": 7.77,
  "homo_ev": -4.050,
  "charge": -1,
  "de_lowest_ev": 0.419,
  "symbols": ["O", "C", "C", "H", "H", "H", "H", "O", "C", "O", "H"],
  "xyz": [[-1.7670, -1.1030, -2.4737], [-1.0399, -0.1468, -2.3275], [-0.7206, 0.4910, -1.0256], [-0.5079, 0.2466, -3.2138], [-0.7816, -0.1096, -0.1194], [0.2487, 0.9895, -1.0271], [-1.3814, 1.3761, -0.9920], [0.0267, 0.0490, 1.9518], [1.2613, -0.0165, 2.0785], [2.1637, 0.7185, 1.6217], [1.6852, -0.8734, 2.6933]],
  "forces_ev_per_a": [[-0.1, 0.2, -0.1], [0.4, -0.9, 0.4], [0.0, 1.1, -0.2], [-0.1, 0.3, -0.1], [-0.3, 0.0, -0.1], [0.3, -0.3, -0.1], [-0.2, -0.3, 0.4], [-0.3, -0.1, 0.0], [0.9, -0.1, 0.1], [-0.2, 0.2, -0.2], [-0.4, 0.0, 0.0]]
}

No. 4
{
  "formula": "C3H5O3",
  "method": "ωB97M-V/def2-TZVPD",
  "multiplicity": 1,
  "total_energy_ha": -343.05765,
  "gap_ev": 7.69,
  "smiles": "O=C([O-])CCO",
  "homo_ev": -3.902,
  "charge": -1,
  "de_lowest_ev": 0.829,
  "symbols": ["O", "C", "O", "C", "C", "O", "H", "H", "H", "H", "H"],
  "xyz": [[-1.8580, 1.0823, -0.6746], [-0.8888, 0.2956, -0.8964], [-0.2748, -0.0820, -1.9321], [-0.3004, -0.1001, 0.5101], [1.1797, -0.3598, 0.4929], [1.6114, -0.7655, 2.0101], [-0.3597, 0.8520, 1.1556], [-0.9034, -0.9379, 0.9582], [1.7842, 0.4497, 0.0555], [1.4468, -1.1600, -0.1816], [2.2601, -0.0965, 2.1458]],
  "forces_ev_per_a": [[0.3, -0.8, -1.7], [0.2, 1.1, 1.2], [-1.0, 0.3, 0.8], [0.5, 1.2, 0.9], [0.2, -1.6, 1.5], [-1.0, 0.4, -3.4], [-0.6, -1.6, -0.8], [0.8, 0.8, -0.3], [-0.3, 0.3, 1.0], [0.0, -0.8, 0.3], [0.9, 0.7, 0.6]]
}

No. 5
{
  "formula": "C3H5O3",
  "method": "ωB97M-V/def2-TZVPD",
  "multiplicity": 1,
  "total_energy_ha": -342.64611,
  "gap_ev": 9.43,
  "homo_ev": -13.919,
  "charge": 1,
  "de_lowest_ev": 1.667,
  "symbols": ["C", "C", "C", "O", "O", "O", "H", "H", "H", "H", "H"],
  "xyz": [[-2.4000, 1.4786, 0.0079], [2.5755, 0.1019, 0.0700], [0.6643, -1.4073, -0.1626], [3.2422, 0.9985, 0.2428], [1.9980, -0.9050, -0.1202], [-1.4847, 0.7367, 0.2504], [-2.1293, 2.1842, -0.7737], [-3.3372, 1.4524, 0.7300], [0.5311, -1.8676, -1.1134], [-0.1488, -0.6859, 0.1365], [0.4888, -2.0867, 0.7322]],
  "forces_ev_per_a": [[-0.3, 0.0, 1.8], [0.9, 1.5, 0.4], [-4.1, -1.0, 2.9], [-0.2, 0.0, 0.0], [1.0, -0.7, -0.1], [0.3, -1.0, 0.4], [-1.3, 0.7, -0.3], [1.3, 0.4, -1.9], [0.0, -0.3, -0.5], [1.4, 0.3, -1.1], [1.2, 0.1, -1.4]]
}

No. 6
{
  "formula": "C3H5O3P",
  "method": "ωB97M-V/def2-TZVPD",
  "multiplicity": 1,
  "total_energy_ha": -684.27113,
  "gap_ev": 9.21,
  "smiles": "O=C1[C@@H](P)C1(O)O",
  "homo_ev": -9.080,
  "charge": 0,
  "de_lowest_ev": 4.213,
  "symbols": ["O", "C", "C", "P", "C", "O", "O", "H", "H", "H", "H", "H"],
  "xyz": [[-1.4024, 2.4479, 0.6333], [-0.8913, 1.4672, 0.1916], [0.1078, 0.8521, -0.6449], [1.9050, 0.5278, -0.2573], [-1.0367, 0.0215, -0.1635], [-2.0123, -0.4651, -0.9314], [-0.5365, -1.0275, 0.9125], [0.0284, 1.0979, -1.7180], [1.8150, 0.1225, 1.0399], [2.2158, 1.8222, 0.2352], [-1.7081, -1.0741, -1.5869], [-1.3330, -1.4869, 1.1531]],
  "forces_ev_per_a": [[0.4, -0.1, 0.2], [-1.5, -0.1, 0.1], [1.8, 0.3, -1.4], [0.2, 0.5, -0.7], [1.3, -2.4, 3.4], [-1.4, 0.7, 0.2], [-0.3, 2.5, -2.5], [-0.1, 0.1, 0.5], [-0.4, -0.6, 1.0], [-0.1, 0.1, -0.4], [0.6, -0.7, -0.7], [-0.7, -0.3, 0.3]]
}

No. 7
{
  "formula": "C3H5O3Yb",
  "method": "ωB97M-V/def2-TZVPD",
  "multiplicity": 1,
  "total_energy_ha": -1500.44700,
  "gap_ev": 10.17,
  "homo_ev": -24.512,
  "charge": 3,
  "de_lowest_ev": 1.388,
  "symbols": ["H", "O", "C", "C", "O", "O", "C", "Yb", "H", "H", "H", "H"],
  "xyz": [[0.1378, 0.6423, -1.6073], [-0.2188, 0.4587, -0.7234], [2.1789, 0.0594, -0.0215], [-0.1169, 1.6087, 0.1458], [3.0986, 0.0804, -0.6960], [1.5516, 0.0810, 1.0186], [0.4897, 1.1075, 1.4265], [-2.4642, -1.0008, -0.9102], [-1.0645, 2.1332, 0.2935], [0.5565, 2.3546, -0.2938], [-0.2377, 0.5380, 2.0128], [1.0648, 1.8566, 1.9765]],
  "forces_ev_per_a": [[0.0, 0.4, 0.0], [-1.5, -0.8, -0.9], [3.4, 0.7, 1.1], [0.9, 1.2, -0.3], [-2.0, -0.4, -0.2], [-0.7, -0.3, 0.1], [-0.3, -0.1, 0.0], [0.0, 0.0, -0.2], [0.0, -0.3, 0.2], [-0.1, -0.2, -0.2], [0.7, 0.0, 0.3], [-0.4, -0.1, 0.2]]
}

No. 8
{
  "formula": "C3H5O4",
  "method": "ωB97M-V/def2-TZVPD",
  "multiplicity": 1,
  "total_energy_ha": -417.75849,
  "gap_ev": [7.70, 7.64],
  "homo_ev": [-17.096, -17.165],
  "charge": 1,
  "de_lowest_ev": 0.000,
  "symbols": ["C", "C", "C", "O", "O", "O", "O", "H", "H", "H", "H", "H"],
  "xyz": [[-2.8995, 0.6159, -0.0342], [0.6000, -0.3678, -0.2244], [1.9051, 0.3280, -0.1567], [-3.9194, 0.8685, -0.4747], [-0.8054, -1.6751, 0.9790], [-1.8750, 0.4225, 0.5009], [0.2402, -0.9098, 0.9885], [0.3456, -1.1260, -0.9443], [2.1925, 0.3370, 0.9296], [2.6716, -0.1382, -0.8998], [1.8648, 1.3269, -0.4681], [-0.3205, 0.3181, -0.1958]],
  "forces_ev_per_a": [[-0.3, 0.5, 0.6], [-0.7, 0.6, -0.7], [2.0, -1.8, 0.0], [-0.3, -0.1, -0.5], [3.8, 2.3, 0.1], [-0.3, 0.1, -0.1], [-3.4, -3.5, 1.9], [0.1, -0.1, -0.9], [0.4, -0.1, -1.2], [-1.2, 0.4, 1.8], [-0.5, 1.5, -0.4], [0.5, 0.2, -0.6]]
}

No. 9
{
  "formula": "C3H5O4Sr",
  "method": "ωB97M-V/def2-TZVPD",
  "multiplicity": 1,
  "total_energy_ha": -448.83891,
  "gap_ev": 8.88,
  "homo_ev": -13.360,
  "charge": 1,
  "de_lowest_ev": 0.000,
  "symbols": ["O", "C", "O", "O", "H", "C", "O", "C", "H", "H", "H", "H", "Sr"],
  "xyz": [[1.9208, -3.5471, 2.7904], [1.6074, -2.6184, 2.0874], [0.4783, -2.2186, 1.6537], [2.5843, -1.7652, 1.5359], [3.4956, -2.0281, 1.7082], [-0.8524, 2.0923, -1.2245], [0.0534, 1.4683, -0.6763], [-2.1522, 1.5291, -1.6230], [-2.2045, 1.6928, -2.7196], [-0.7012, 3.1760, -1.3772], [-2.2510, 0.4617, -1.4061], [-2.9481, 2.1581, -1.1943], [0.9698, -0.4009, 0.4455]],
  "forces_ev_per_a": [[0.0, 1.1, -0.7], [-0.5, -2.2, 1.0], [-0.6, 0.0, 0.2], [1.4, 0.8, -0.5], [-0.1, -0.3, 0.3], [0.2, 0.4, 0.6], [-0.6, 0.4, -0.6], [0.1, 0.2, -0.7], [-0.2, -0.1, 0.4], [0.0, -0.2, -0.2], [-0.1, 0.3, 0.1], [0.1, -0.3, -0.1], [0.2, 0.0, -0.1]]
}

No. 10
{
  "formula": "C3H5O4Tm",
  "method": "ωB97M-V/def2-TZVPD",
  "multiplicity": 4,
  "total_energy_ha": -1503.13143,
  "gap_ev": [7.02, 7.30],
  "s2": 3.752,
  "homo_ev": [-12.233, -14.037],
  "charge": 1,
  "de_lowest_ev": 0.352,
  "symbols": ["C", "O", "C", "O", "Tm", "H", "H", "H", "H", "H", "O", "C", "O"],
  "xyz": [[-2.1428, 0.1280, 0.1569], [-0.7831, 0.4833, 0.0465], [0.0279, -0.4611, -0.6476], [1.2893, 0.0796, -0.6891], [1.5132, 2.4290, -0.6365], [-2.6417, 0.9296, 0.7118], [-2.6086, 0.0410, -0.8380], [-2.2434, -0.8253, 0.6997], [-0.3763, -0.6328, -1.6627], [0.0301, -1.4016, -0.0660], [2.9217, 0.8651, 0.9399], [2.5531, -0.2788, 0.7524], [2.4606, -1.3558, 1.2327]],
  "forces_ev_per_a": [[-0.7, -0.2, 0.0], [0.9, 0.9, -0.3], [-0.5, -0.6, 0.3], [0.7, 2.3, -0.3], [0.1, -4.0, 1.1], [0.1, -0.3, -0.1], [0.1, 0.0, 0.3], [0.0, 0.3, -0.1], [0.1, 0.0, 0.3], [0.1, 0.2, -0.3], [-0.3, 1.0, -1.8], [-0.6, -1.3, 3.2], [0.0, 1.8, -2.3]]
}

No. 11
{
  "formula": "C3H5OP",
  "method": "ωB97M-V/def2-TZVPD",
  "multiplicity": 1,
  "total_energy_ha": -533.78027,
  "gap_ev": 8.11,
  "smiles": "C=PC(C)=O",
  "homo_ev": -8.274,
  "charge": 0,
  "de_lowest_ev": 2.126,
  "symbols": ["C", "P", "C", "C", "O", "H", "H", "H", "H", "H"],
  "xyz": [[1.7662, 1.3715, 0.9654], [0.6098, 0.1864, 1.4626], [-0.9840, -0.8586, 0.2759], [-1.1168, -0.6101, -1.1193], [-1.4452, -1.7076, 0.9775], [2.4746, 1.8326, 1.6467], [1.9706, 1.5514, -0.0152], [-0.8236, 0.3485, -1.3397], [-0.4036, -1.2964, -1.3970], [-2.0481, -0.8177, -1.4568]],
  "forces_ev_per_a": [[-2.1, -2.6, 1.8], [0.4, 0.9, 0.6], [1.7, 0.0, 3.5], [0.2, 0.5, 1.1], [0.1, 1.1, -0.7], [-0.3, -0.3, 0.4], [0.4, 0.9, -2.8], [0.8, 2.2, -0.7], [1.7, -1.6, -1.7], [-2.9, -0.9, -1.3]]
}

No. 12
{
  "formula": "C3H5P",
  "method": "ωB97M-V/def2-TZVPD",
  "multiplicity": 1,
  "total_energy_ha": -458.49402,
  "gap_ev": 9.87,
  "smiles": "PC1C=C1",
  "homo_ev": -8.743,
  "charge": 0,
  "de_lowest_ev": 2.380,
  "symbols": ["P", "C", "C", "C", "H", "H", "H", "H", "H"],
  "xyz": [[1.1969, 1.6019, 0.1084], [0.4794, -0.3390, -0.0829], [-0.9546, -0.6536, -0.1850], [-0.3917, -1.3458, 0.7897], [0.0244, 2.3482, 0.5760], [0.5884, 1.8983, -1.1553], [1.1965, -0.8331, -0.6379], [-1.6816, -0.7656, -1.0261], [-0.4576, -1.9112, 1.6131]],
  "forces_ev_per_a": [[-1.9, -1.3, -0.3], [-1.2, 1.9, 2.6], [0.2, -2.4, -1.1], [0.1, 5.0, -3.9], [0.6, -0.8, 0.4], [0.7, -0.2, -0.1], [1.4, -0.8, -1.5], [0.3, 0.6, 1.3], [-0.1, -2.1, 2.6]]
}

Repeat the eighth record exactly.
{
  "formula": "C3H5O4",
  "method": "ωB97M-V/def2-TZVPD",
  "multiplicity": 1,
  "total_energy_ha": -417.75849,
  "gap_ev": [7.70, 7.64],
  "homo_ev": [-17.096, -17.165],
  "charge": 1,
  "de_lowest_ev": 0.000,
  "symbols": ["C", "C", "C", "O", "O", "O", "O", "H", "H", "H", "H", "H"],
  "xyz": [[-2.8995, 0.6159, -0.0342], [0.6000, -0.3678, -0.2244], [1.9051, 0.3280, -0.1567], [-3.9194, 0.8685, -0.4747], [-0.8054, -1.6751, 0.9790], [-1.8750, 0.4225, 0.5009], [0.2402, -0.9098, 0.9885], [0.3456, -1.1260, -0.9443], [2.1925, 0.3370, 0.9296], [2.6716, -0.1382, -0.8998], [1.8648, 1.3269, -0.4681], [-0.3205, 0.3181, -0.1958]],
  "forces_ev_per_a": [[-0.3, 0.5, 0.6], [-0.7, 0.6, -0.7], [2.0, -1.8, 0.0], [-0.3, -0.1, -0.5], [3.8, 2.3, 0.1], [-0.3, 0.1, -0.1], [-3.4, -3.5, 1.9], [0.1, -0.1, -0.9], [0.4, -0.1, -1.2], [-1.2, 0.4, 1.8], [-0.5, 1.5, -0.4], [0.5, 0.2, -0.6]]
}